(1)
# C6H11NO

A molecular structure, C6H11NO (ωB97M-V with the def2-TZVPD basis set, the OMol25 dataset).

Geometry as XYZ:
```
19
Properties=species:S:1:pos:R:3:lowdin_charge:R:1
C 2.346 -0.656 -0.318 -0.059
C 1.036 -0.031 0.214 -0.455
C -0.009 -1.189 0.130 -0.108
C -1.368 -0.422 -0.320 -0.453
C -1.148 0.900 0.190 -0.222
C -0.416 2.177 -0.255 -0.040
H 2.119 -0.966 -1.325 0.059
H 3.116 0.125 -0.426 0.068
H 2.545 -1.460 0.521 0.126
H 1.163 -0.012 1.432 0.152
H -0.389 -1.362 1.279 0.126
H 0.006 -2.534 -0.348 0.218
H -1.123 -0.546 -1.481 0.180
H -3.310 -0.491 0.786 0.284
H -1.464 0.950 1.256 0.143
H -0.317 3.086 0.460 0.125
H -0.345 2.429 -1.407 0.139
N 0.247 0.974 -0.083 -0.137
O -2.690 -0.974 -0.302 -0.146
```

As for the charge: 0. The value obtained for the total energy is -364.87439 a.u. The value obtained for the gap between HOMO and LUMO is 8.3 eV. The LUMO energy comes out at 0.3619 eV.

---

(2)
# C41H59FN2OSSi2Sn

A molecular structure, C41H59FN2OSSi2Sn (ωB97M-V with the def2-TZVPD basis set, the OMol25 dataset).

Geometry as XYZ:
```
108
Properties=species:S:1:pos:R:3:lowdin_charge:R:1
Sn 0.055 -0.294 0.046 1.310
C 2.317 1.343 -3.988 -0.058
C 1.400 1.981 -2.980 -0.277
C 1.900 2.481 -1.784 -0.023
C 1.075 3.161 -0.888 -0.285
C 1.654 3.795 0.347 -0.043
C -0.268 3.306 -1.198 -0.038
C -0.802 2.789 -2.376 -0.274
C -2.266 2.969 -2.668 -0.046
C 0.044 2.140 -3.262 -0.031
H 2.551 2.046 -4.790 0.083
H 1.855 0.467 -4.446 0.075
H 3.253 1.039 -3.521 0.073
H 2.955 2.371 -1.559 0.123
H 2.177 4.718 0.083 0.085
H 2.368 3.131 0.829 0.065
H 0.871 4.042 1.064 0.064
H -0.921 3.844 -0.518 0.111
H -2.505 4.028 -2.789 0.082
H -2.854 2.584 -1.832 0.051
H -2.561 2.441 -3.575 0.077
H -0.351 1.760 -4.199 0.121
C 2.483 -1.941 -2.556 -0.173
Si 2.934 -2.407 -0.785 0.412
C 4.798 -2.096 -0.602 -0.159
C 2.626 -4.289 -0.701 -0.168
N 2.073 -1.411 0.347 -0.206
C 2.610 -1.305 1.625 -0.386
C 3.234 -2.380 2.292 -0.086
C 3.825 -2.262 3.537 -0.095
C 3.817 -1.053 4.215 -0.105
C 3.179 0.026 3.622 -0.026
C 2.605 -0.119 2.378 -0.243
F 2.017 0.995 1.860 -0.044
H 3.370 -1.963 -3.191 0.039
H 2.055 -0.941 -2.596 -0.010
H 1.764 -2.647 -2.976 0.024
H 5.392 -2.857 -1.111 0.028
H 5.097 -2.072 0.446 0.016
H 5.054 -1.124 -1.031 0.028
H 3.331 -4.807 -1.356 0.034
H 1.619 -4.534 -1.051 -0.010
H 2.738 -4.711 0.298 0.016
H 3.245 -3.341 1.797 0.085
H 4.289 -3.131 3.987 0.101
H 4.294 -0.949 5.179 0.096
H 3.118 0.989 4.112 0.115
C -0.688 -1.147 -1.944 -0.370
Si -1.867 -2.560 -1.677 0.628
C -1.060 -3.403 -0.153 -0.240
N -0.859 -2.536 1.019 -0.275
C -2.141 -2.310 1.710 -0.212
C -1.909 -1.897 3.159 -0.177
C -1.285 -3.045 3.971 -0.182
C -0.493 -3.972 3.042 -0.162
C 0.141 -3.125 1.947 -0.197
C -1.855 -3.910 -3.005 -0.230
C -0.887 -4.917 -2.992 -0.094
C -0.848 -5.898 -3.971 -0.086
C -1.774 -5.880 -5.004 -0.094
C -2.736 -4.880 -5.047 -0.088
C -2.776 -3.913 -4.054 -0.095
C -3.670 -2.025 -1.508 -0.251
C -4.688 -2.951 -1.273 -0.098
C -6.017 -2.560 -1.217 -0.087
C -6.361 -1.235 -1.447 -0.089
C -5.366 -0.304 -1.708 -0.099
C -4.033 -0.694 -1.713 -0.096
H -1.116 -0.312 -2.505 -0.016
H 0.129 -1.537 -2.550 -0.035
H -0.056 -3.655 -0.507 0.047
H -1.559 -4.338 0.147 0.102
H -2.747 -3.228 1.686 0.128
H -2.700 -1.546 1.168 0.091
H -2.855 -1.581 3.600 0.109
H -1.239 -1.034 3.157 0.097
H -2.064 -3.602 4.495 0.106
H -0.612 -2.628 4.723 0.110
H -1.147 -4.732 2.606 0.108
H 0.289 -4.496 3.592 0.114
H 0.850 -3.705 1.357 0.098
H 0.716 -2.323 2.421 0.099
H -0.147 -4.936 -2.200 0.072
H -0.097 -6.677 -3.928 0.102
H -1.747 -6.643 -5.771 0.100
H -3.452 -4.856 -5.858 0.101
H -3.542 -3.145 -4.091 0.101
H -4.441 -3.999 -1.134 0.109
H -6.791 -3.291 -1.016 0.101
H -7.400 -0.929 -1.425 0.101
H -5.633 0.723 -1.927 0.102
H -3.261 0.050 -1.875 0.077
C -1.178 2.761 3.057 -0.138
C -2.493 2.991 2.330 -0.377
S -3.028 1.445 1.511 0.892
O -2.274 1.389 0.226 -0.651
C -4.724 2.008 1.102 -0.376
C -5.694 1.518 2.168 -0.140
H -0.801 3.699 3.466 0.078
H -0.429 2.356 2.373 0.047
H -1.311 2.063 3.885 0.074
H -2.401 3.744 1.546 0.088
H -3.293 3.272 3.019 0.086
H -4.934 1.553 0.139 0.054
H -4.733 3.094 1.006 0.090
H -5.690 0.428 2.207 0.072
H -6.709 1.846 1.943 0.076
H -5.430 1.899 3.156 0.067
```

As for the charge: 0. The value obtained for the total energy is -3073.85866 a.u. The value obtained for the gap between HOMO and LUMO is 7.4 eV. The LUMO energy comes out at 0.3563 eV.

---

(3)
# C4H4N2O2

2 unconnected molecules or ions with the total composition C4H4N2O2 (ωB97M-V with the def2-TZVPD basis set, the OMol25 dataset).

Geometry as XYZ:
```
12
Properties=species:S:1:pos:R:3:lowdin_charge:R:1
C -0.844 -1.136 1.153 -0.125
C 2.401 0.870 -0.453 -0.039
C -1.080 0.771 -0.229 -0.183
C -1.324 0.241 1.118 -0.400
N -0.581 -2.254 1.116 0.201
N 2.951 -0.145 -0.631 0.062
O -1.110 -0.216 -1.286 -0.071
O -1.627 0.814 2.122 0.154
H -0.019 1.190 -0.231 0.096
H -1.808 1.543 -0.632 0.161
H -0.232 -0.602 -1.200 0.061
H 3.272 -1.076 -0.848 0.085
```

As for the charge: 0. The value obtained for the total energy is -414.71346 a.u. The value obtained for the gap between HOMO and LUMO is 10.5 eV. The LUMO energy comes out at -0.4851 eV.

---

(4)
# C13H13N5O2S2

A single C13H13N5O2S2 molecule (ωB97M-V with the def2-TZVPD basis set, the OMol25 dataset).

Geometry as XYZ:
```
35
Properties=species:S:1:pos:R:3:lowdin_charge:R:1
C -7.569 -0.245 0.544 -0.064
C -6.921 -1.005 -0.610 -0.247
O -5.605 -1.430 -0.310 -0.053
C -4.579 -0.540 -0.316 -0.268
C -4.665 0.795 -0.728 -0.021
C -3.558 1.618 -0.720 -0.006
C -2.333 1.120 -0.294 -0.325
N -1.157 1.808 -0.225 0.107
C -0.193 1.083 0.206 -0.559
N 1.058 1.610 0.353 0.123
C 2.268 1.111 0.778 -0.539
O 3.220 1.848 0.838 0.067
C 2.304 -0.355 1.141 -0.443
S 4.006 -0.874 1.501 0.972
C 4.669 -0.663 -0.089 -0.626
C 6.021 -0.718 -0.486 -0.142
N 6.066 -0.506 -1.786 0.054
N 4.816 -0.334 -2.143 -0.079
N 3.932 -0.420 -1.167 0.066
S -0.622 -0.598 0.599 1.105
C -2.255 -0.228 0.119 -0.456
C -3.355 -1.056 0.112 -0.010
H -7.573 -0.865 1.436 0.080
H -7.025 0.670 0.764 0.067
H -8.594 0.007 0.285 0.077
H -7.465 -1.935 -0.793 0.123
H -6.937 -0.410 -1.531 0.115
H -5.604 1.204 -1.066 0.104
H -3.628 2.645 -1.038 0.115
H 1.095 2.594 0.100 0.166
H 1.931 -0.967 0.320 0.045
H 1.722 -0.547 2.043 0.071
H 6.894 -0.894 0.103 0.099
H 4.544 -0.135 -3.093 0.158
H -3.297 -2.086 0.424 0.122
```

As for the charge: 0. Its SMILES is CCOc1ccc2nc(NC(=O)CSc3cn[nH]n3)sc2c1. The value obtained for the total energy is -1723.82547 a.u. The value obtained for the gap between HOMO and LUMO is 8.6 eV. The LUMO energy comes out at 0.5287 eV.

---

(5)
# C23H20BrCoN8O3SSe

A molecular structure, C23H20BrCoN8O3SSe (ωB97M-V with the def2-TZVPD basis set, the OMol25 dataset).

Geometry as XYZ:
```
58
Properties=species:S:1:pos:R:3:lowdin_charge:R:1
Co -0.658 -0.475 -0.414 0.677
Se 4.176 -2.640 5.119 1.158
N 4.175 -2.805 3.341 -0.217
C 3.081 -2.246 2.900 -0.334
C 2.706 -2.207 1.490 -0.072
C 3.474 -2.798 0.486 0.034
C 3.034 -2.741 -0.819 -0.008
C 1.836 -2.088 -1.095 -0.083
N 1.115 -1.507 -0.145 0.046
C 1.526 -1.563 1.132 -0.153
C 0.662 -0.932 2.145 -0.179
N -0.449 -0.319 1.704 0.015
C -1.273 0.223 2.586 -0.094
C -1.028 0.204 3.956 -0.005
C 0.121 -0.400 4.416 0.036
C 0.991 -0.986 3.496 -0.073
C 2.231 -1.645 3.891 -0.333
N 2.644 -1.723 5.127 -0.216
H 4.396 -3.295 0.753 0.126
H 3.594 -3.195 -1.622 0.117
H 1.424 -2.036 -2.095 0.099
H -2.166 0.692 2.194 0.115
H -1.737 0.659 4.631 0.118
H 0.360 -0.438 5.470 0.126
O -3.787 3.810 -3.580 0.113
C -3.114 2.907 -2.858 -0.293
C -3.555 2.415 -1.628 0.030
C -2.771 1.488 -0.982 -0.090
N -1.604 1.041 -1.465 -0.047
C -1.216 1.503 -2.648 -0.684
Br 0.387 0.807 -3.359 0.879
C -1.917 2.431 -3.386 -0.017
H -4.602 4.075 -3.137 0.129
H -4.488 2.737 -1.188 0.127
H -3.087 1.062 -0.037 0.116
H -1.564 2.774 -4.346 0.124
C 2.893 4.413 -2.103 -0.068
N 2.166 3.340 -1.461 -0.058
C 2.132 3.122 -0.142 -0.892
N 2.741 4.014 0.654 0.111
S 1.345 1.786 0.529 0.671
H 2.712 4.358 -3.173 0.091
H 3.970 4.336 -1.930 0.094
H 2.538 5.387 -1.761 0.091
H 1.791 2.593 -2.023 0.025
H 3.214 4.828 0.304 0.096
H 2.674 3.878 1.647 0.096
O -1.007 -1.942 -2.355 -0.041
C -1.863 -2.432 -1.611 -0.508
C -2.709 -3.661 -1.842 -0.069
C -3.536 -3.745 -0.557 -0.072
C -3.061 -2.566 0.291 -0.485
O -3.452 -2.274 1.395 0.064
N -2.109 -1.863 -0.419 0.063
H -2.054 -4.517 -2.003 0.126
H -3.303 -3.537 -2.747 0.126
H -3.390 -4.669 0.001 0.124
H -4.607 -3.640 -0.724 0.124
```

As for the charge: +1. The value obtained for the total energy is -8308.60759 a.u. As for the multiplicity: 4. The value obtained for the gap between HOMO and LUMO (alpha / beta) is 7.9 / 7.9 eV. The LUMO energy (alpha / beta) comes out at -3.0712 / -3.0900 eV.

---

no.,largest force on an atom (hartree/bohr)
1,0.155
2,0.019
3,0.075
4,0.020
5,0.008